Computed, not measured: a molecular structure, C23H64AlBBrClNO8 in a non-equilibrium geometry, with ωB97M-V with the def2-TZVPD basis set.

```
100
C23H64AlBBrClNO8 | the OMol25 dataset | ωB97M-V with the def2-TZVPD basis set
C -2.249 -2.254 -2.458
C -1.717 -1.354 -1.363
C -0.219 -1.236 -1.587
C -2.037 -1.942 -0.006
Al -2.381 -0.608 1.471
Br -4.716 0.048 1.208
C -2.209 -1.530 3.277
C -0.891 -2.319 3.242
C 0.210 -1.760 4.103
Cl 1.573 -1.411 2.982
B -1.082 1.067 1.637
O -0.050 1.336 0.715
N -1.237 2.003 2.792
C -1.966 3.171 2.360
C 0.027 2.471 3.334
H -1.612 -3.110 -2.496
H -3.236 -2.598 -2.256
H -2.163 -1.765 -3.403
H -2.178 -0.402 -1.498
H 0.297 -1.567 -0.725
H 0.017 -0.231 -1.831
H 0.077 -1.822 -2.413
H -1.294 -2.672 0.220
H -2.942 -2.501 -0.121
H -2.156 -0.784 4.031
H -3.037 -2.177 3.449
H -1.097 -3.321 3.525
H -0.500 -2.316 2.260
H 0.532 -2.484 4.801
H -0.068 -0.899 4.642
H 0.520 0.579 0.685
H -2.833 2.910 1.815
H -1.380 3.822 1.742
H -2.253 3.750 3.201
H -0.145 2.920 4.281
H 0.531 3.165 2.705
H 0.694 1.657 3.461
C 3.637 0.630 -0.549
C 3.015 -0.648 -0.024
O 2.109 -1.197 -0.977
H 2.859 1.360 -0.777
H 4.320 1.060 0.174
H 4.186 0.437 -1.474
H 2.428 -0.478 0.885
H 3.790 -1.392 0.203
H 2.601 -1.375 -1.778
C -4.132 2.821 -2.187
C -3.798 3.785 -1.060
O -4.641 3.585 0.067
H -5.171 2.940 -2.492
H -3.489 2.990 -3.054
H -4.008 1.789 -1.860
H -3.940 4.817 -1.381
H -2.751 3.663 -0.753
H -4.502 2.677 0.353
C 7.952 0.672 -1.323
C 7.323 -0.609 -0.805
O 6.418 -1.153 -1.767
H 7.180 1.405 -1.551
H 8.637 1.099 -0.590
H 8.507 0.484 -2.246
H 6.755 -0.415 0.101
H 8.093 -1.355 -0.579
H 6.919 -1.332 -2.562
C 3.201 3.195 5.801
C 2.419 3.058 7.084
O 1.179 2.410 6.856
H 2.628 3.753 5.060
H 4.154 3.705 5.967
H 3.399 2.212 5.383
H 2.193 4.036 7.505
H 2.997 2.491 7.826
H 1.359 1.541 6.491
C -1.318 -7.442 -2.598
C -0.580 -6.310 -3.292
O -0.255 -5.262 -2.387
H -2.230 -7.070 -2.136
H -1.578 -8.234 -3.303
H -0.703 -7.874 -1.805
H -1.203 -5.869 -4.067
H 0.339 -6.684 -3.759
H 0.302 -5.627 -1.700
C 2.140 5.140 -3.222
C 2.510 4.289 -2.019
O 1.407 4.129 -1.136
H 1.795 6.121 -2.899
H 2.992 5.270 -3.893
H 1.325 4.678 -3.783
H 3.309 4.760 -1.448
H 2.851 3.298 -2.339
H 0.694 3.698 -1.611
C -6.381 -2.979 -3.265
C -5.636 -1.813 -3.895
O -5.482 -0.736 -2.984
H -7.363 -2.657 -2.920
H -6.509 -3.798 -3.977
H -5.839 -3.356 -2.397
H -6.188 -1.425 -4.750
H -4.648 -2.138 -4.241
H -4.989 -1.060 -2.224
```

Calculated total energy: -4872.9258 hartree
HOMO: -4.20 eV
ΔE to the lowest compared entry with this formula, charge and spin: 89.9 kJ/mol
2S+1: 1
Total charge: -1

Atom charges from the Löwdin analysis, given in e for atoms 1 to 99:
1 C -0.09
2 C -0.48
3 C -0.08
4 C -0.22
5 Al 0.08
6 Br 0.21
7 C -0.24
8 C -0.36
9 C -0.53
10 Cl 0.61
11 B -0.53
12 O 0.06
13 N -0.15
14 C -0.11
15 C -0.12
16 H 0.05
17 H 0.05
18 H 0.07
19 H 0.10
20 H 0.05
21 H 0.07
22 H 0.06
23 H 0.05
24 H 0.03
25 H 0.03
26 H 0.03
27 H 0.09
28 H 0.02
29 H 0.05
30 H 0.05
31 H 0.03
32 H 0.05
33 H 0.08
34 H 0.08
35 H 0.07
36 H 0.07
37 H 0.05
38 C -0.08
39 C -0.31
40 O -0.13
41 H 0.06
42 H 0.07
43 H 0.06
44 H 0.03
45 H 0.11
46 H 0.09
47 C -0.09
48 C -0.33
49 O -0.11
50 H 0.07
51 H 0.07
52 H 0.06
53 H 0.10
54 H 0.10
55 H -0.02
56 C -0.09
57 C -0.32
58 O -0.09
59 H 0.07
60 H 0.07
61 H 0.07
62 H 0.11
63 H 0.11
64 H 0.07
65 C -0.09
66 C -0.33
67 O -0.08
68 H 0.07
69 H 0.07
70 H 0.07
71 H 0.11
72 H 0.11
73 H 0.08
74 C -0.10
75 C -0.32
76 O -0.08
77 H 0.08
78 H 0.07
79 H 0.07
80 H 0.11
81 H 0.10
82 H 0.08
83 C -0.10
84 C -0.33
85 O -0.08
86 H 0.07
87 H 0.07
88 H 0.07
89 H 0.11
90 H 0.10
91 H 0.08
92 C -0.09
93 C -0.34
94 O -0.09
95 H 0.07
96 H 0.07
97 H 0.07
98 H 0.11
99 H 0.09